58
Properties=species:S:1:pos:R:3:forces:R:3 method="wB97M-V/def2-TZVPD" homo_lumo_gap_ev="6.08 / 5.47" charge=+2
H 4.467 -2.663 -5.891 0.52 -0.41 -0.37
H -1.262 -0.831 -5.452 -0.09 0.21 0.07
H 1.787 -0.445 0.084 0.19 -0.01 0.15
C 4.682 -1.688 -6.321 0.82 -1.17 -1.08
O -1.306 -1.618 -1.178 -0.55 -0.23 -2.75
H -3.143 -2.000 -4.747 0.25 -0.43 0.41
H 2.566 1.401 -3.149 -3.12 0.83 -0.14
H -2.135 -3.494 -4.850 -0.11 0.35 0.27
H -3.502 0.479 2.344 0.17 0.23 0.01
H 3.754 2.609 -5.138 0.68 0.68 -0.09
H -1.554 -0.737 3.549 0.18 0.25 -0.09
H 0.031 -0.020 3.867 -0.21 0.08 -0.31
H 2.190 -2.015 -4.844 1.95 -0.29 0.46
C -1.021 -1.611 -4.739 0.46 -0.13 0.17
H -0.567 2.752 3.741 -0.03 -0.28 -0.33
H -0.401 -1.677 1.296 -0.04 -0.18 0.32
C 2.438 -1.066 3.770 0.20 -0.17 -0.14
O 0.379 0.249 -1.825 -1.82 0.23 -2.80
H 3.359 -0.356 0.916 -0.29 0.17 -0.02
C 0.369 1.049 -4.181 1.86 -5.26 1.67
C 4.936 0.923 -7.096 0.80 -0.48 -0.71
C -0.246 2.508 2.716 0.23 0.34 -0.52
H 4.714 0.363 -8.020 0.26 0.25 0.23
H -0.279 -2.502 2.865 -0.12 0.37 -0.28
C -1.402 -1.780 -2.420 -0.15 0.36 2.89
O -2.249 -2.630 -2.952 0.55 0.28 -0.76
C 2.270 -0.332 1.064 -0.04 -0.06 -0.05
C 3.826 -0.784 -5.578 -0.08 4.88 -1.13
H 2.381 2.261 -6.309 0.48 -0.17 -0.12
H 5.951 0.710 -6.728 -0.20 -0.05 -0.26
H 3.017 -0.977 -3.546 0.43 -1.10 -0.96
P 1.854 -1.755 2.160 -0.20 0.07 -0.11
H 1.996 0.632 1.513 0.10 0.00 -0.11
C 3.922 0.642 -6.063 -0.90 -5.00 2.56
C 1.500 1.807 -3.566 1.76 -0.79 -2.50
H 0.717 0.369 -5.236 -1.35 2.63 2.64
H 5.743 -1.439 -6.105 -0.43 -0.36 -0.52
C -2.918 1.404 2.450 -0.20 0.06 -0.11
H 4.886 1.969 -7.318 0.33 0.83 -0.64
Hg -1.003 0.712 -0.205 1.67 -1.20 -1.17
H 3.391 -1.568 3.988 -0.27 0.27 0.14
C -0.631 -0.381 3.064 -0.20 -0.37 -0.07
H -3.303 2.142 1.730 0.07 -0.16 0.28
C -0.003 -1.583 2.320 0.23 -0.09 -0.02
P -1.171 1.076 2.079 -0.45 0.34 1.91
N -0.702 -1.068 -3.407 -1.69 -2.39 0.17
H 1.454 2.850 -3.864 0.64 0.25 0.31
H 1.729 -1.303 4.570 0.23 0.01 -0.03
H -0.439 3.377 2.071 0.06 -0.16 0.26
C 3.322 1.931 -5.844 -2.19 -1.00 1.86
C 3.196 -1.565 -4.512 -3.50 3.38 0.89
H -3.043 1.800 3.468 0.13 -0.18 -0.28
C -0.017 0.005 -3.120 3.73 4.90 0.31
H -0.194 -2.207 -5.148 0.01 0.29 0.32
H 2.614 0.016 3.715 -0.10 -0.21 0.15
H 0.837 2.315 2.719 -0.37 -0.02 -0.04
H 4.436 -1.728 -7.403 0.59 0.11 0.48
C -2.213 -2.491 -4.411 -0.86 -0.34 -0.43

=====

9
Properties=species:S:1:pos:R:3:forces:R:3 method="wB97M-V/def2-TZVPD" homo_lumo_gap_ev=8.93
Cl -3.157 -0.054 -0.047 0.32 0.33 0.20
P -0.703 1.034 -0.662 3.12 -2.19 -0.75
H 1.314 1.736 -0.490 -0.73 0.22 0.71
H -1.815 0.720 1.551 0.76 -0.08 1.41
H -0.133 -1.396 -0.802 -1.70 -1.74 -0.04
N -1.771 0.803 0.575 -1.41 -0.17 -0.99
O 0.484 1.976 -0.013 -0.14 -0.42 -0.41
N 0.556 -0.751 -0.549 -1.37 3.67 1.21
H 1.019 -0.710 -1.422 1.15 0.38 -1.34

=====

78
Properties=species:S:1:pos:R:3:forces:R:3 method="wB97M-V/def2-TZVPD" s2=3.840 homo_lumo_gap_ev="5.93 / 6.02" multiplicity=4 charge=+1
H -0.250 -1.833 3.095 0.05 -0.02 -0.03
C 3.538 -0.898 2.279 0.01 0.53 -0.12
H 3.753 -1.751 -4.055 0.00 -0.02 -0.01
H -2.211 2.317 -0.696 0.04 0.00 -0.05
C -2.915 2.132 -4.330 0.02 0.01 -0.01
N -1.844 -3.660 -2.359 -0.06 -0.25 -0.29
N 4.185 -0.011 3.049 -0.04 -0.11 -0.06
H -1.437 3.496 5.787 0.03 -0.03 -0.03
H -0.154 4.123 -3.653 -0.05 0.00 -0.03
H -2.840 0.873 5.724 -0.04 0.02 -0.04
N -0.959 -2.661 -0.780 0.01 -0.17 -0.52
N -2.183 -4.013 -3.653 -0.28 0.37 0.19
C -0.940 3.679 -4.269 0.04 -0.02 0.02
C -0.248 1.042 -3.108 0.09 -0.02 -0.07
H -1.232 -0.225 4.702 0.02 0.02 -0.05
C 4.067 -2.062 -3.057 -0.04 -0.10 0.01
H 3.353 -5.394 -2.939 -0.01 0.03 0.01
H -2.104 4.064 2.905 -0.05 -0.03 -0.01
H -2.117 -3.655 0.712 0.07 0.00 -0.03
C -2.849 3.482 3.456 0.00 -0.01 -0.04
H -1.404 -3.824 -4.265 0.13 -0.13 0.01
H 4.975 -4.692 -3.024 0.03 0.02 0.01
C -0.998 0.538 0.996 0.20 0.05 -0.20
C 0.393 0.109 -2.324 0.06 -0.11 0.19
C 3.930 -4.541 -3.291 -0.04 0.06 0.07
C -1.897 -3.502 -0.330 -0.03 0.09 0.18
H -0.469 3.046 -5.023 -0.01 0.04 0.05
H 5.148 -2.200 -3.059 -0.01 -0.01 0.01
H 5.576 0.535 4.486 0.00 0.01 0.00
N 0.136 -0.047 -1.020 -0.27 0.65 -0.44
H -2.384 1.411 -4.955 -0.03 0.04 0.02
H -3.586 3.408 -2.055 0.06 0.03 0.00
C -0.777 0.764 -0.462 0.06 -0.26 0.23
H 3.803 -1.295 -2.336 -0.02 0.00 0.04
H -2.497 -4.973 -3.661 0.12 -0.10 0.02
C -0.631 -0.871 2.776 -0.05 -0.14 0.02
H 4.014 0.957 2.841 -0.03 0.01 0.02
S 2.522 -0.264 1.038 0.04 0.06 0.02
H -1.891 2.426 1.395 0.01 -0.06 0.08
H -3.735 2.390 5.705 0.03 -0.04 -0.01
H -0.564 1.973 5.570 -0.02 0.04 -0.02
H -3.430 2.837 -4.988 0.01 -0.04 0.03
O 1.975 -2.352 -1.250 -0.17 0.92 -0.32
H 3.065 -2.845 2.023 0.34 0.48 0.29
H -0.305 3.312 4.438 -0.03 -0.05 0.02
N -0.527 -0.628 1.466 -0.27 0.22 0.07
C -1.054 2.794 5.043 -0.03 0.01 0.02
H 2.071 -4.348 -1.548 -0.04 -0.05 0.08
N 3.424 -3.318 -2.685 0.13 0.08 -0.07
H -1.457 4.483 -4.794 0.02 -0.04 0.00
C -3.276 1.630 5.069 0.00 -0.03 -0.03
H -3.299 4.146 4.195 0.03 -0.01 -0.04
C -1.464 1.716 -1.193 -0.10 0.13 0.03
C -1.183 0.038 3.653 -0.02 -0.08 0.09
C -1.947 2.896 -3.410 -0.05 0.04 -0.06
H 3.852 -4.484 -4.376 -0.02 0.01 -0.06
C -2.748 3.890 -2.566 0.01 -0.01 0.05
Cr 0.655 -1.701 0.172 0.94 -1.06 0.45
H 5.913 -1.018 3.713 0.01 0.04 -0.01
C 2.444 -3.350 -1.795 -0.07 -0.59 0.20
C -1.210 1.880 -2.551 -0.05 0.06 0.03
H 4.619 -0.883 4.923 -0.01 0.02 0.01
N -2.491 -4.145 -1.322 0.09 0.16 -0.11
H -3.668 1.594 -3.749 0.04 0.01 -0.03
Se 0.885 -3.665 1.451 0.34 0.05 0.19
C 5.121 -0.371 4.099 -0.03 -0.05 -0.09
H -3.163 4.662 -3.215 -0.01 -0.04 0.03
N -0.934 -2.783 -2.103 -0.19 0.03 0.32
C -1.661 1.260 3.195 -0.03 0.09 -0.05
C -1.562 1.490 1.826 -0.09 0.15 -0.07
H 1.144 -0.554 -2.737 -0.04 -0.02 0.04
H -2.119 4.386 -1.820 -0.04 -0.01 -0.06
H -4.065 1.159 4.477 0.04 0.04 0.03
H 4.200 -2.501 3.310 0.06 0.02 -0.04
C -2.216 2.287 4.170 -0.01 0.06 0.06
N 3.763 -2.181 2.458 -0.82 -1.03 -0.24
H -3.636 3.171 2.764 0.02 0.02 0.05
H 0.009 1.104 -4.157 -0.01 0.01 0.03

=====

80
Properties=species:S:1:pos:R:3:forces:R:3 method="wB97M-V/def2-TZVPD" s2=0.756 homo_lumo_gap_ev="7.28 / 7.92" multiplicity=2 charge=+1
H -4.352 1.492 -2.617 0.02 0.13 -0.13
H 7.442 -2.481 1.912 0.20 -0.01 -0.02
H -4.108 1.412 2.773 0.02 0.14 0.08
C -0.316 -3.902 0.298 0.12 0.14 -0.09
H -0.225 3.395 -0.013 0.08 -0.02 0.20
C -0.501 3.906 -0.931 -0.31 -0.15 -0.14
H 5.728 2.359 2.476 0.20 0.16 0.14
H -2.757 -1.610 -3.991 0.15 -0.12 -0.05
H -1.477 -0.079 3.695 0.02 -0.09 0.17
C -1.605 -5.229 -1.746 0.05 0.03 0.19
H -3.428 4.326 -2.709 -0.11 0.02 -0.03
C 7.313 -0.091 -0.704 -0.27 -0.09 0.69
H 8.978 0.159 2.173 0.18 -0.12 -0.04
O -2.268 2.344 -1.517 -0.08 -0.08 -0.29
C -4.751 0.568 -2.213 0.25 -0.06 -0.02
C -1.986 3.721 -1.224 -0.03 0.62 0.02
H 8.306 -0.514 -0.815 0.22 -0.13 0.03
H -3.310 -1.628 0.858 -0.12 -0.06 -0.11
N 2.658 0.433 1.253 -0.07 -0.37 -0.19
C -3.755 -0.570 -2.388 -0.46 -0.33 -0.28
C -0.689 -4.244 -2.002 -0.12 -0.14 -0.50
C -3.376 -0.729 -3.856 0.03 0.07 0.37
H -1.784 4.125 -3.326 0.05 0.00 -0.11
H -2.640 -6.310 -0.207 -0.06 -0.09 0.09
H -1.436 -5.130 1.634 0.00 0.03 0.06
C 3.591 2.280 2.408 -0.07 -0.08 -0.01
H -1.558 -1.423 0.839 -0.03 -0.10 -0.01
C -3.966 0.367 2.517 0.38 0.03 -0.23
C -2.455 -1.310 1.444 -0.07 0.41 -0.13
C -1.464 0.545 2.808 -0.24 -0.07 -0.29
O -2.525 1.017 0.731 -0.19 0.21 -0.16
H 8.200 1.710 1.949 0.04 0.22 -0.08
H 7.360 0.937 -1.046 -0.02 0.24 0.03
H 6.648 -0.628 -1.371 -0.17 -0.14 -0.09
O 0.756 -2.621 -1.291 0.97 1.34 0.18
C -2.376 4.485 -2.488 0.08 -0.25 0.26
C -2.827 4.163 -0.029 0.11 -0.18 -0.23
H -0.404 -3.933 -2.994 0.05 0.11 0.00
H 5.865 -2.552 1.148 -0.02 -0.08 -0.07
H -2.577 3.564 0.841 0.03 -0.01 0.15
H -5.186 -2.167 -2.480 -0.19 -0.11 -0.08
H -4.759 0.072 1.835 -0.10 -0.05 -0.09
H 7.717 0.662 3.278 -0.09 -0.03 0.17
H -4.709 -1.736 -0.840 -0.10 -0.02 0.18
C 6.500 -1.952 1.793 0.10 0.50 -0.39
H -2.824 0.144 -4.187 0.08 0.15 -0.12
H -2.635 5.210 0.188 -0.02 0.11 0.03
O -2.548 -0.319 -1.649 -0.05 -0.16 -0.08
C 8.028 0.678 2.237 -0.59 -0.22 -0.47
Si 6.766 -0.191 1.112 0.35 -0.11 0.30
H -2.196 5.548 -2.358 0.00 0.14 0.01
C 5.063 0.660 1.376 0.31 -0.34 -0.19
C 3.902 0.047 0.914 0.00 0.43 0.30
H -2.373 -1.944 2.321 0.06 -0.12 0.12
H -3.610 -2.666 -1.863 0.15 -0.12 -0.02
H -1.569 1.585 3.104 0.01 0.14 0.03
C 4.871 1.815 2.120 -0.21 -0.06 -0.04
H -0.280 4.964 -0.828 0.05 0.14 0.04
Si -2.041 0.941 -0.802 0.71 -0.34 0.45
H -4.039 -0.236 3.418 -0.05 -0.06 0.15
C -2.601 0.149 1.863 -0.05 -0.25 0.45
H -4.961 0.726 -1.159 -0.13 0.01 0.25
C -4.351 -1.873 -1.855 0.18 0.39 -0.08
C 2.508 1.536 1.990 -0.16 0.21 0.20
H 3.436 3.192 2.963 -0.02 0.01 0.06
Ta 1.422 -1.100 0.062 -0.46 -0.92 -0.40
H 0.097 3.495 -1.740 0.10 0.02 -0.11
H -5.678 0.331 -2.723 -0.17 -0.03 -0.05
H -3.886 4.029 -0.239 -0.11 0.03 -0.04
S 0.157 0.644 -0.852 0.52 -0.48 0.42
H -2.075 -5.742 -2.568 -0.03 0.01 -0.09
S 3.866 -1.263 -0.229 -0.89 -0.70 -0.70
N -0.083 -3.591 -0.999 -0.59 -0.57 0.79
H 6.024 -1.910 2.771 -0.03 0.10 0.12
C -1.906 -5.550 -0.422 0.17 0.12 -0.08
H 1.496 1.820 2.241 -0.08 0.00 -0.05
H -0.507 0.414 2.300 0.08 0.00 0.01
C -1.250 -4.895 0.597 0.05 0.01 -0.17
H -4.270 -0.836 -4.462 -0.13 -0.02 -0.11
S 0.556 -3.015 1.495 0.50 1.03 -0.05

=====

Max |F|? In order: 6.17, 4.10, 1.49, 1.67 eV/Å.